No. 1
This record from the Open Molecules 2025 dataset describes C3H7N3 in the gas phase. The level of theory is the ωB97M-V functional and the def2-TZVPD basis.

The geometry in XYZ format:
```
13
Properties=species:S:1:pos:R:3:forces:R:3
C 0.454 0.579 0.189 -3.057 0.466 0.303
C -0.846 -1.151 -0.894 -1.276 -1.568 -0.369
C 0.624 -1.499 -1.105 -0.396 -1.267 -2.035
H 0.620 2.359 1.726 0.136 0.182 0.047
H -1.013 2.556 2.072 1.571 -1.662 -0.308
H 1.463 0.950 0.242 0.397 0.151 0.270
H -1.270 -1.489 0.095 0.354 0.800 -1.210
H -1.530 -1.084 -1.789 0.622 -0.600 1.272
H 0.947 -1.821 -2.129 -0.273 0.602 0.961
H 1.180 -2.019 -0.340 -0.185 0.236 0.499
N -0.218 1.842 1.960 -1.694 1.216 0.316
N -0.554 0.940 0.935 2.297 -0.016 -0.806
N 0.143 -0.165 -0.962 1.504 1.460 1.059
```
Positions in Å, forces in eV/Å.

## Properties
* SMILES: N/N=C/N1CC1
* max |F|: 3.11 eV Å⁻¹
* multiplicity: 1
* E: -282.6742 Eh
* energy above the lowest of the compared OMol25 structures with the same formula, charge and spin: 262.7 kJ/mol

=====

No. 2
This record from the Open Molecules 2025 dataset describes 2 unconnected molecules or ions with the total composition F3NOS2. The level of theory is the ωB97M-V functional and the def2-TZVPD basis.

The geometry in XYZ format:
```
7
Properties=species:S:1:pos:R:3:forces:R:3
N 0.896 -1.240 0.193 -0.247 -1.155 0.247
O -0.678 1.213 0.238 -0.421 0.828 0.656
F 2.558 0.119 1.499 -1.717 -0.726 0.876
F -1.620 -0.896 -0.486 -0.035 1.461 -0.869
F -1.524 1.199 -2.090 0.519 -1.387 1.753
S 1.010 -0.764 1.532 3.048 1.108 -0.344
S -0.642 0.369 -0.886 -1.147 -0.130 -2.319
```
Positions in Å, forces in eV/Å.

## Properties
* max |F|: 3.26 eV Å⁻¹
* multiplicity: 1
* E: -1225.8778 Eh
* energy above the lowest of the compared OMol25 structures with the same formula, charge and spin: 81.1 kJ/mol

=====

No. 3
This record from the Open Molecules 2025 dataset describes a molecular structure, CH2I2O2. The level of theory is the ωB97M-V functional and the def2-TZVPD basis.

The geometry in XYZ format:
```
7
Properties=species:S:1:pos:R:3:forces:R:3
C -1.286 0.157 0.581 -0.063 0.532 -1.081
O 1.558 -0.276 -0.134 -2.090 0.344 0.216
O -0.997 0.478 1.652 0.028 0.304 0.982
I -1.925 1.665 -0.928 0.131 -0.422 0.366
I -1.125 -1.781 -0.165 -0.462 -0.656 -0.198
H 2.471 -0.439 -0.070 1.758 0.019 -0.364
H 1.305 0.197 -0.936 0.699 -0.121 0.079
```
Positions in Å, forces in eV/Å.

## Properties
* max |F|: 2.13 eV Å⁻¹
* multiplicity: 1
* E: -785.1517 Eh
* energy above the lowest of the compared OMol25 structures with the same formula, charge and spin: 46.8 kJ/mol

=====

No. 4
This record from the Open Molecules 2025 dataset describes 10 unconnected molecules or ions with the total composition C15H50O15. The level of theory is the ωB97M-V functional and the def2-TZVPD basis.

The geometry in XYZ format:
```
80
Properties=species:S:1:pos:R:3:forces:R:3
C 1.119 -3.249 -2.266 -0.769 -0.938 0.164
O 0.590 -4.587 -2.090 -0.158 0.676 -0.711
H 0.795 -2.631 -1.428 0.139 0.255 -0.017
H 2.198 -3.319 -2.290 0.268 0.424 -0.235
H 0.678 -2.858 -3.191 0.381 -0.068 0.213
H 0.774 -4.834 -1.193 0.143 -0.297 0.639
C 3.700 1.631 -2.352 -0.369 -0.244 -0.435
O 2.647 2.327 -3.024 0.199 -0.113 0.074
H 3.623 0.535 -2.403 -0.439 0.230 0.214
H 4.679 1.837 -2.787 0.112 0.451 0.097
H 3.632 1.968 -1.320 0.358 -0.190 0.083
H 2.380 1.861 -3.825 0.054 -0.165 0.020
C 2.706 2.349 4.237 0.856 -1.509 0.295
O 2.313 0.973 4.008 0.617 1.131 0.197
H 2.856 2.970 3.364 -0.654 0.010 -0.625
H 2.067 2.819 4.979 -0.050 0.206 0.006
H 3.739 2.281 4.599 -0.309 0.004 0.478
H 1.544 0.937 3.431 -0.374 0.115 -0.315
C 0.140 4.166 2.262 1.035 0.506 -0.018
O -0.272 4.504 0.967 -1.321 -0.503 -0.936
H 0.359 5.068 2.812 0.190 0.262 0.448
H -0.634 3.641 2.783 -0.567 -0.294 0.076
H 1.026 3.542 2.210 0.160 -0.173 0.217
H 0.223 5.211 0.564 0.439 0.228 0.168
C -0.173 1.029 -4.099 -0.153 -0.011 0.876
O 0.981 0.810 -4.879 -0.215 0.003 -1.123
H 0.094 0.747 -3.086 -0.034 -0.033 0.151
H -0.420 2.094 -4.070 -0.323 -0.117 -0.098
H -1.019 0.391 -4.406 0.176 0.350 -0.087
H 0.689 0.991 -5.788 0.601 -0.141 0.274
C -2.165 -2.067 -1.044 1.434 -0.651 -0.746
C -3.556 -1.893 -0.572 -1.148 0.557 1.423
O -4.422 -1.507 -1.615 -0.013 0.077 -0.626
O -1.724 -0.900 -1.764 0.024 0.078 0.166
H -2.125 -2.919 -1.729 0.137 -0.085 -0.016
H -1.389 -2.229 -0.263 -0.898 0.129 -0.208
H -3.564 -1.144 0.231 -0.040 -0.017 -0.089
H -4.035 -2.777 -0.156 0.642 -0.459 0.233
H -4.673 -0.596 -1.445 0.097 0.336 -0.118
H -2.289 -0.830 -2.546 0.020 0.030 0.127
C -3.715 2.242 -1.917 0.291 0.886 -0.722
C -3.039 3.492 -1.389 0.264 0.624 -0.583
O -1.655 3.217 -1.267 0.133 -0.297 0.073
O -3.700 1.219 -0.991 -0.654 -0.914 1.178
H -3.199 1.891 -2.817 0.052 0.323 -0.281
H -4.745 2.473 -2.188 -0.093 -0.108 0.102
H -3.495 3.804 -0.447 0.053 -0.134 0.090
H -3.145 4.332 -2.108 -0.225 -0.400 0.231
H -1.256 3.536 -0.444 -0.273 0.286 0.027
H -2.803 0.891 -0.873 0.228 0.005 -0.153
C -1.150 -3.963 2.372 -1.847 0.418 1.042
C -1.671 -2.675 3.101 0.075 -0.034 -0.616
O -1.626 -1.530 2.251 0.245 -0.056 0.232
O 0.256 -4.045 2.316 0.010 -0.173 -0.176
H -1.618 -4.012 1.369 0.703 0.102 0.334
H -1.553 -4.832 2.940 0.196 0.378 -0.300
H -1.094 -2.495 4.019 -0.025 -0.165 -0.118
H -2.724 -2.816 3.379 0.173 -0.295 0.063
H -1.165 -0.767 2.666 0.055 -0.707 -0.307
H 0.549 -4.160 3.229 0.171 0.010 -0.173
C 0.430 1.220 -0.206 -0.521 -0.030 0.751
C -0.476 1.082 1.027 1.650 -0.800 0.440
O 0.264 0.457 2.128 -1.024 1.273 -0.770
O 0.875 -0.050 -0.632 -0.207 -0.372 -0.284
H 1.323 1.816 -0.051 0.061 0.195 0.389
H -0.160 1.698 -0.958 -0.191 0.291 -0.694
H -1.324 0.441 0.793 -0.179 -0.089 -0.189
H -0.837 2.028 1.376 -0.181 0.482 0.091
H 0.813 -0.227 1.710 0.199 -0.653 0.239
H 0.134 -0.449 -1.115 0.104 -0.140 -0.028
C 3.422 -2.257 0.612 0.049 1.171 -0.176
C 2.929 -1.993 2.019 -0.007 -1.890 -0.079
O 1.560 -1.781 1.882 -0.855 2.389 0.396
O 3.469 -1.080 -0.210 -0.675 -0.359 0.447
H 2.688 -2.956 0.220 -0.022 -0.346 -0.299
H 4.385 -2.734 0.601 0.637 -0.010 -0.128
H 3.383 -1.199 2.605 -0.001 0.386 -0.387
H 3.081 -2.921 2.601 0.173 0.098 -0.051
H 0.953 -2.520 1.865 0.359 -0.950 0.134
H 2.546 -0.718 -0.281 0.851 -0.443 0.017
```
Positions in Å, forces in eV/Å.

## Properties
* SMILES: OCCO.OCCO.OCCO.OCCO.OCCO.CO.CO.CO.CO.CO
* max |F|: 2.57 eV Å⁻¹
* multiplicity: 1
* E: -1729.9504 Eh
* energy above the lowest of the compared OMol25 structures with the same formula, charge and spin: 0.0 kJ/mol

=====

No. 5
This record from the Open Molecules 2025 dataset describes 5 unconnected molecules or ions with the total composition C25H47Br2ClFNO14. The level of theory is the ωB97M-V functional and the def2-TZVPD basis.

The geometry in XYZ format:
```
91
Properties=species:S:1:pos:R:3:forces:R:3
C -0.126 -4.719 2.454 0.064 -0.157 -0.040
C 0.542 -3.929 1.373 0.405 0.083 0.106
F 0.028 -4.317 0.192 -0.460 -0.132 -1.029
O 0.311 -2.528 1.426 0.404 -0.420 -0.022
C 0.260 -2.018 2.701 2.077 -0.859 -1.957
O -0.764 -1.756 3.167 -4.245 0.989 2.163
N 1.443 -1.818 3.321 1.270 1.110 -0.908
C 1.361 -0.956 4.500 -0.771 -1.122 1.547
C 0.851 -1.789 5.712 0.760 0.528 -0.385
C 1.706 -1.554 6.932 -0.604 -0.241 0.359
Cl 1.740 0.178 7.383 0.208 -0.045 -0.041
C 2.574 -1.611 2.454 1.259 0.636 1.102
Br 4.162 -2.296 3.442 -0.197 -0.168 -0.368
C 2.809 -0.154 1.947 -0.126 -0.090 0.233
C 1.523 0.626 1.675 0.465 0.243 0.043
Br 4.048 0.961 3.011 -0.372 -0.188 -0.028
H -0.056 -5.765 2.188 0.044 -0.272 -0.157
H 0.375 -4.617 3.407 -0.039 0.271 0.326
H -1.173 -4.449 2.494 -0.175 0.112 0.242
H 1.615 -4.102 1.296 0.239 -0.107 0.220
H 2.316 -0.551 4.795 0.422 0.055 -0.539
H 0.649 -0.155 4.380 0.002 0.385 -0.458
H 0.961 -2.839 5.464 -0.255 -0.294 -0.029
H -0.180 -1.548 5.931 -0.279 -0.123 -0.009
H 2.702 -1.954 6.814 0.424 0.342 -0.156
H 1.265 -2.068 7.773 -0.085 -0.086 0.324
H 2.554 -2.240 1.589 -0.336 -0.261 -0.235
H 3.320 -0.249 1.005 0.440 -0.069 -0.174
H 0.715 0.423 2.363 -0.195 -0.151 0.014
H 1.229 0.485 0.645 -0.390 -0.336 -0.193
H 1.745 1.678 1.766 -0.001 0.313 0.021
C -4.253 -0.823 2.499 -0.216 0.161 -0.199
C -3.478 0.069 3.442 -0.031 -0.482 0.130
O -3.394 1.418 2.951 0.028 0.122 0.062
C -4.496 2.154 3.089 0.041 -0.074 -0.065
O -5.532 1.803 3.592 0.095 0.072 -0.020
O -4.254 3.361 2.564 -0.003 -0.061 0.051
C -5.383 4.237 2.564 -0.105 0.209 -0.043
H -3.822 -0.774 1.498 0.076 -0.087 0.034
H -4.231 -1.856 2.844 0.077 0.010 0.010
H -5.295 -0.514 2.418 -0.007 -0.002 0.098
H -2.457 -0.293 3.511 0.071 0.270 -0.050
H -3.901 0.059 4.447 -0.134 0.160 -0.067
H -5.806 4.333 3.562 -0.039 -0.114 -0.009
H -6.138 3.876 1.867 -0.055 -0.050 0.100
H -5.030 5.209 2.232 0.156 -0.084 -0.027
C 9.774 5.132 3.616 -0.179 -0.188 0.068
C 10.055 5.153 2.128 0.102 0.350 0.273
O 9.694 3.914 1.500 -0.024 -0.048 -0.122
C 8.388 3.726 1.302 0.033 -0.028 0.064
O 7.507 4.497 1.586 0.083 -0.067 -0.064
O 8.225 2.527 0.737 0.026 0.073 -0.024
C 6.859 2.152 0.544 -0.204 -0.151 -0.060
H 10.268 4.279 4.084 0.107 0.064 -0.015
H 10.133 6.049 4.083 0.041 -0.005 -0.030
H 8.708 5.041 3.816 -0.015 0.083 -0.066
H 11.123 5.271 1.957 -0.009 -0.194 -0.136
H 9.549 5.983 1.635 -0.137 -0.100 -0.007
H 6.316 2.912 -0.014 0.019 0.088 0.107
H 6.380 1.971 1.505 -0.028 0.130 -0.033
H 6.857 1.227 -0.027 0.221 0.003 0.019
C -5.725 -1.834 -4.895 0.149 -0.176 0.009
C -6.070 -1.004 -3.677 -0.134 0.141 -0.423
O -5.625 -1.630 -2.466 0.061 0.051 0.129
C -4.315 -1.543 -2.226 -0.033 -0.054 -0.028
O -3.500 -0.987 -2.921 -0.078 -0.034 0.081
O -4.060 -2.185 -1.086 -0.009 0.062 -0.033
C -2.672 -2.250 -0.743 0.259 -0.075 0.157
H -6.118 -2.847 -4.793 -0.120 0.053 -0.015
H -6.141 -1.382 -5.796 -0.036 0.006 0.026
H -4.647 -1.918 -5.020 0.009 0.093 0.051
H -7.151 -0.914 -3.587 0.021 -0.092 0.226
H -5.661 0.004 -3.750 0.141 -0.063 0.060
H -2.222 -1.259 -0.728 -0.022 0.009 -0.119
H -2.142 -2.896 -1.441 0.027 0.099 -0.063
H -2.603 -2.678 0.253 -0.197 -0.022 -0.003
C -2.543 0.446 -6.544 0.056 0.198 -0.131
C -2.658 -0.903 -7.223 0.180 0.128 0.456
O -3.111 -0.775 -8.580 -0.018 -0.118 -0.106
C -2.199 -0.356 -9.457 -0.053 0.035 0.062
O -1.048 -0.094 -9.220 -0.098 -0.056 -0.056
O -2.788 -0.271 -10.655 0.034 -0.030 0.069
C -1.947 0.251 -11.685 0.047 0.064 -0.228
H -3.488 0.988 -6.613 -0.047 -0.083 0.091
H -2.283 0.320 -5.493 -0.070 -0.050 0.007
H -1.779 1.062 -7.017 0.062 -0.080 0.002
H -3.405 -1.503 -6.709 -0.130 -0.056 -0.270
H -1.717 -1.452 -7.188 0.050 0.094 -0.163
H -1.018 -0.310 -11.756 0.033 0.047 0.107
H -1.739 1.305 -11.502 0.107 -0.039 0.050
H -2.493 0.155 -12.619 -0.136 -0.057 0.105
```
Positions in Å, forces in eV/Å.

## Properties
* SMILES: C[C@@H](F)OC(=O)N(CCCCl)[C@H](Br)[C@@H](C)Br.CCOC(=O)OC.CCOC(=O)OC.CCOC(=O)OC.CCOC(=O)OC
* max |F|: 4.87 eV Å⁻¹
* multiplicity: 1
* E: -7797.0459 Eh

=====

No. 6
This record from the Open Molecules 2025 dataset describes a gas-phase ion, CH8N5O (charge +1). The level of theory is the ωB97M-V functional and the def2-TZVPD basis.

The geometry in XYZ format:
```
15
Properties=species:S:1:pos:R:3:forces:R:3
C -1.452 -0.326 -0.017 5.304 4.451 -0.897
N -2.028 0.750 0.508 -1.856 -3.481 0.081
N 0.235 1.495 -0.330 1.827 2.827 0.006
N 1.707 -0.890 0.639 0.725 4.443 0.509
N 0.046 0.215 -0.656 -4.389 -2.860 0.734
N 0.954 -0.797 -0.567 2.208 -1.487 -0.058
O -1.709 -1.553 -0.115 -2.685 0.949 1.163
H -1.385 1.556 0.561 -0.393 -0.078 -0.414
H -3.000 0.706 0.923 1.682 0.235 -0.619
H 0.764 1.710 0.540 -0.178 -0.554 -0.788
H 0.584 2.077 -1.147 -0.727 -1.014 1.418
H 2.597 -0.301 0.593 -1.714 -0.643 -0.007
H 2.064 -1.754 0.869 0.028 -2.809 0.073
H -1.067 -2.123 -0.515 1.548 -0.287 -0.750
H 1.691 -0.766 -1.287 -1.381 0.310 -0.453
```
Positions in Å, forces in eV/Å.

## Properties
* total charge: +1
* SMILES: NN/[N+](N)=C(/N)O
* max |F|: 6.98 eV Å⁻¹
* multiplicity: 1
* E: -391.5476 Eh
* energy above the lowest of the compared OMol25 structures with the same formula, charge and spin: 137.1 kJ/mol

=====

What did we get for gap between HOMO and LUMO? Answer: 9.415; 9.701; 8.753; 9.895; 10.314; 11.012 eV, in the order shown.
What did we get for molar mass? Answer: 85.11; 151.13; 299.83; 470.55; 799.90; 106.11 Da, in the order shown.